# C3H6O3

The molecule C3H6O3 in a non-equilibrium geometry (ωB97M-V/def2-TZVPD, the OMol25 dataset).

Structure (XYZ):
```
12
Properties=species:S:1:pos:R:3:forces:R:3
C 1.607 0.135 -0.209 4.945 1.157 3.622
O 0.302 0.480 0.158 5.422 4.012 -1.652
C -0.417 -0.578 0.206 -2.912 -4.831 1.432
C -1.865 -0.001 -0.005 2.125 2.470 1.800
O -2.832 -0.600 -0.134 -3.615 -3.083 -0.621
O -1.932 1.403 0.052 1.292 -2.103 -0.676
H 2.263 1.084 -0.344 -1.544 -1.541 -0.413
H 2.245 -0.298 0.809 -1.999 0.762 -2.373
H 1.817 -0.665 -0.945 -0.945 0.739 -0.065
H -0.144 -1.307 -0.573 -0.710 0.184 -0.382
H -0.053 -1.203 1.151 -1.918 0.963 -1.043
H -0.993 1.551 -0.168 -0.141 1.270 0.371
```
Positions in Å, forces in eV/Å.

The calculation puts the total energy at -343.54839 Eh. Its highest occupied orbital energy is -10.42 eV. Its SMILES is COCC(=O)O.

Atom charges from the natural (NBO) analysis, given in e for atoms 1 to 4: atom 1 (C): -0.289, atom 2 (O): -0.537, atom 3 (C): -0.162, atom 4 (C): 0.760

---

# C23H56CuF8N2O29S11

A structure of composition C23H56CuF8N2O29S11 in a non-equilibrium geometry (ωB97M-V/def2-TZVPD, the OMol25 dataset).

Structure (XYZ):
```
130
Properties=species:S:1:pos:R:3:forces:R:3
Cu 2.845 0.037 -2.255 -0.578 -0.057 0.433
N 1.985 -0.408 -4.044 -0.514 4.871 -1.403
S 1.656 -1.659 -4.836 3.178 -13.526 -0.739
O 2.475 -2.086 -6.008 -2.212 2.871 2.514
O 0.391 -2.339 -4.689 0.210 2.412 -0.658
F 2.454 -2.485 -3.655 0.378 -0.343 0.201
S 1.111 0.499 -5.282 -2.739 9.658 -0.241
O -0.330 0.611 -5.079 2.439 -1.979 -0.187
O 1.641 0.753 -6.600 0.034 -2.337 1.579
F 1.553 1.918 -4.607 0.222 -1.047 0.299
C -1.585 -1.063 -1.528 1.752 -2.720 0.502
F -2.073 -1.602 -0.450 0.273 -0.514 0.770
F -0.966 -2.031 -2.286 -1.070 1.528 0.688
F -2.558 -0.466 -2.102 -0.129 1.128 -1.472
S -0.252 0.211 -1.081 -2.589 4.444 -1.266
O -0.145 0.998 -2.300 0.957 -1.817 1.364
O -0.816 0.938 0.055 1.657 -1.722 -0.968
N 1.332 -0.582 -0.768 -1.716 1.735 -3.062
S 1.297 -1.051 0.662 0.913 -3.853 4.202
O 1.939 -0.100 1.571 -0.461 -0.126 -0.478
O 0.001 -1.539 1.139 1.308 0.726 -0.553
C 2.417 -2.672 0.610 -0.019 -1.107 -1.218
F 3.105 -2.754 1.721 0.113 0.550 -0.662
F 1.642 -3.791 0.545 0.927 2.194 -0.497
F 3.231 -2.585 -0.537 -1.554 -0.177 2.427
O -2.577 -6.467 3.291 0.597 -0.020 0.157
S -1.976 -5.187 3.082 -0.414 3.434 0.138
O -1.951 -4.165 4.165 0.463 -2.489 -2.028
O -0.417 -5.351 2.444 -1.570 -0.648 0.944
C 0.426 -6.307 3.185 0.340 0.126 0.306
C 1.674 -5.590 3.672 -0.253 -0.413 1.036
C -2.858 -4.378 1.637 1.821 -0.848 -0.148
H 0.622 -7.251 2.676 -0.278 0.417 -0.846
H -0.049 -6.618 4.116 -0.500 0.032 -0.181
H 2.365 -6.305 4.119 -0.026 -0.330 -0.137
H 1.248 -5.093 4.544 0.744 1.035 -0.142
H 2.289 -4.971 3.019 -0.612 0.084 -0.186
H -2.685 -3.305 1.562 -0.232 -0.072 0.742
H -3.899 -4.689 1.555 0.217 0.048 0.490
H -2.314 -4.769 0.777 -0.231 -0.309 -0.130
O -5.287 3.430 3.436 1.738 -1.652 -0.639
S -3.968 2.919 3.059 0.697 2.403 -0.820
O -2.916 2.774 4.049 -1.309 -0.571 -1.010
O -4.013 1.571 2.106 0.040 1.287 1.548
C -5.304 1.066 1.764 -0.789 -1.287 -1.204
C -5.036 -0.227 0.942 0.600 -0.741 0.549
C -3.274 4.133 1.805 -0.728 -0.922 0.641
H -5.879 1.801 1.200 0.236 0.116 -0.230
H -5.922 0.853 2.636 0.349 -0.140 0.187
H -5.871 -0.813 0.557 -0.550 0.770 -0.010
H -4.550 -0.994 1.544 0.038 0.200 0.729
H -4.295 -0.168 0.145 -0.224 0.889 -0.277
H -2.324 3.750 1.431 -0.068 -0.007 0.214
H -3.170 5.085 2.325 0.093 -0.195 0.112
H -3.970 4.265 0.977 -0.087 -0.182 0.128
O 5.231 -1.558 6.296 -1.170 1.945 -1.233
S 4.381 -0.372 6.161 -0.385 -1.575 0.751
O 4.655 0.707 5.206 -0.523 -1.586 1.411
O 2.832 -1.004 5.870 3.729 0.765 0.523
C 1.777 -0.093 5.667 -1.466 -0.527 0.295
C 0.844 -0.933 4.797 -0.767 0.705 -1.190
C 4.195 0.132 7.910 0.026 -0.039 -0.194
H 2.070 0.857 5.219 0.257 -0.250 -0.501
H 1.374 0.185 6.641 -0.345 -0.171 0.101
H -0.031 -0.411 4.410 0.071 0.613 0.115
H 0.379 -1.860 5.132 0.689 -0.005 0.863
H 1.434 -1.183 3.915 0.056 -0.176 -0.090
H 3.192 0.500 8.127 0.138 0.127 -0.204
H 4.963 0.824 8.257 -0.074 0.246 -0.566
H 4.381 -0.786 8.467 -0.269 -0.096 -0.271
O 6.827 0.686 -0.075 -4.573 -0.331 0.886
S 5.410 0.493 0.363 2.247 -0.422 2.505
O 4.289 0.281 -0.562 0.055 -0.358 -1.040
O 5.303 -0.772 1.432 -3.088 2.098 -4.212
C 6.357 -1.197 2.196 1.587 -0.008 1.036
C 7.381 -1.961 1.419 0.958 -0.656 0.547
C 4.830 1.780 1.521 1.285 0.914 -0.342
H 5.834 -1.795 2.941 0.484 -0.078 0.278
H 6.780 -0.308 2.665 0.326 -0.152 0.398
H 7.049 -2.963 1.147 -0.205 0.155 -0.267
H 8.209 -2.125 2.109 0.167 -0.087 0.041
H 7.816 -1.428 0.574 -0.360 -0.011 0.024
H 5.168 2.719 1.081 -0.057 0.062 -0.133
H 5.366 1.681 2.466 0.231 -0.401 -0.128
H 3.779 1.905 1.782 -0.088 -0.877 -0.685
O -6.564 -3.968 -2.217 3.386 1.196 0.132
S -5.105 -3.674 -2.169 -1.907 -3.457 1.112
O -4.408 -3.770 -0.864 -1.009 0.330 -3.229
O -4.396 -4.827 -3.245 0.433 1.758 3.663
C -4.908 -4.998 -4.515 -1.375 -0.820 -2.372
C -4.487 -6.398 -5.034 -0.588 0.172 1.194
C -4.735 -2.208 -3.060 0.124 -0.757 -0.915
H -4.620 -4.157 -5.145 0.282 -0.105 -0.316
H -5.997 -5.060 -4.529 -0.211 0.479 0.335
H -4.870 -6.756 -5.990 0.578 1.037 -0.599
H -5.107 -7.070 -4.440 0.598 -0.253 0.757
H -3.424 -6.547 -4.845 -0.140 -0.336 -0.366
H -5.142 -1.295 -2.626 0.133 -0.273 0.009
H -5.193 -2.489 -4.008 -0.458 0.661 -0.080
H -3.676 -2.235 -3.318 0.043 0.320 0.534
O -3.348 5.411 -2.708 1.696 0.524 -1.327
S -2.761 4.924 -3.947 -0.900 -3.329 0.132
O -3.537 5.026 -5.175 1.566 0.796 1.068
O -1.110 5.262 -4.155 -3.374 0.722 2.624
C -0.686 5.417 -5.480 0.163 1.031 -0.582
C 0.600 6.248 -5.443 -0.194 -0.521 0.219
C -2.569 3.088 -3.626 -0.332 1.586 -0.213
H -1.407 6.034 -6.016 -0.250 -0.621 -0.374
H -0.658 4.366 -5.767 0.711 0.358 -1.351
H 1.223 5.860 -4.637 0.619 -0.327 -0.554
H 0.464 7.290 -5.155 -0.724 -0.014 -0.067
H 1.015 6.280 -6.450 0.515 -0.333 0.256
H -3.530 2.780 -3.214 0.081 0.159 0.170
H -1.760 3.022 -2.898 -0.051 -0.353 -0.226
H -2.437 2.552 -4.566 0.478 0.186 0.103
O 2.051 2.363 -1.165 -0.176 -2.459 -1.324
S 2.064 3.637 -0.567 0.658 4.913 2.136
O 3.384 4.215 -0.227 -2.819 -1.050 -0.646
O 1.185 4.696 -1.555 2.456 -7.973 0.746
C 1.308 5.979 -1.303 -2.061 4.816 1.254
C -0.174 6.382 -1.204 -0.291 2.397 -1.122
C 0.854 3.634 0.913 1.735 -0.705 -1.964
H 1.866 6.455 -2.110 -0.174 0.346 0.042
H 1.718 6.310 -0.349 0.744 -0.595 0.098
H -0.748 6.273 -0.284 0.603 -0.814 0.304
H -0.752 5.990 -2.041 0.187 -0.149 0.242
H -0.224 7.463 -1.330 -0.039 0.310 -0.167
H 0.032 3.103 0.433 -0.371 0.522 0.356
H 0.725 4.668 1.234 -0.190 -0.289 -0.060
H 1.305 2.969 1.649 0.028 0.278 0.139
```
Positions in Å, forces in eV/Å.

The calculation puts the total energy at -10019.95609 Eh. The net charge is +1. Its highest occupied orbital energy (alpha / beta) is -12.57 / -12.57 eV. The spin multiplicity is 3.

Atom charges from the Mulliken analysis, given in e for atoms 1 to 4: atom 1 (Cu): 0.240, atom 2 (N): 0.873, atom 3 (S): 0.733, atom 4 (O): -0.494

---

# C6H10N

A structure of composition C6H10N in a non-equilibrium geometry (ωB97M-V/def2-TZVPD, the OMol25 dataset).

Structure (XYZ):
```
17
Properties=species:S:1:pos:R:3:forces:R:3
C -1.263 1.229 -0.626 -0.736 3.047 -0.434
C 0.430 0.497 1.186 -2.084 -0.905 -3.394
C 1.101 -0.335 0.118 0.088 1.914 0.460
C -0.006 0.688 -0.130 1.299 0.263 0.936
C -1.474 0.364 0.537 0.460 -0.124 1.624
C 2.573 -0.033 -0.168 -0.707 -0.579 -0.297
N -1.966 -0.909 0.041 0.882 -5.133 -1.057
H -1.572 2.326 -0.546 0.977 -1.432 0.154
H -1.668 0.862 -1.559 0.357 -0.232 -0.416
H 0.298 0.703 2.200 0.270 0.745 1.281
H 0.927 -1.376 0.120 -0.484 -1.246 -0.155
H 2.877 -0.570 -1.050 0.149 -0.573 -0.250
H 3.091 -0.416 0.692 0.640 -0.114 0.226
H 2.886 0.968 -0.386 -0.409 0.829 0.357
H -2.874 -1.254 0.461 1.263 0.743 -0.185
H -1.260 -1.794 0.109 -1.732 2.382 0.502
H -2.101 -0.950 -0.999 -0.234 0.412 0.648
```
Positions in Å, forces in eV/Å.

The calculation puts the total energy at -288.88528 Eh. The net charge is +1. Its highest occupied orbital energy is -13.19 eV.

Atom charges from the natural (NBO) analysis, given in e for atoms 1 to 4: atom 1 (C): -0.441, atom 2 (C): 0.043, atom 3 (C): -0.200, atom 4 (C): -0.035